Entry 1:
93
Properties=species:S:1:pos:R:3:forces:R:3 method="wB97M-V/def2-TZVPD" s2=0.758 largest_force_ev_per_a=0.480 spin_multiplicity=2 e_homo_ev="-12.1 / -12.8" charge=+2 lumo_ev="-5.75 / -6.32" mol_weight_da=905.366
Cu 2.029972 1.444643 -0.651277 -0.02 0.13 0.23
O 7.879946 -0.478756 -0.474930 0.02 -0.03 -0.01
C 6.613510 -0.085061 -0.591952 0.00 0.02 0.01
C 5.586881 -0.886276 -1.098591 -0.03 -0.07 -0.04
C 4.320883 -0.359698 -1.149291 -0.01 -0.03 0.26
N 3.996356 0.883179 -0.748082 -0.18 -0.14 -0.09
C 5.003291 1.642803 -0.305173 0.04 0.05 0.00
Br 4.629679 3.427499 0.139703 -0.09 -0.02 0.03
C 6.305623 1.210097 -0.191661 0.10 0.00 0.01
H 8.013846 -1.382182 -0.789265 -0.02 0.03 0.01
H 5.777523 -1.891697 -1.452289 -0.01 0.01 0.03
H 3.499276 -0.956881 -1.528387 0.02 -0.02 0.04
H 7.082148 1.858691 0.185854 -0.01 0.02 -0.02
S 1.275042 2.712492 1.044423 0.06 0.11 0.12
C -0.419071 2.694665 0.942047 0.08 -0.09 -0.01
N -1.117514 3.452709 1.794389 -0.19 0.10 -0.13
C -2.577774 3.382383 1.825363 -0.03 -0.06 0.09
C -3.104032 3.181777 0.428893 0.05 -0.08 0.11
N -2.492846 1.971538 -0.106288 0.17 0.17 -0.32
C -3.348611 0.890689 -0.584059 -0.09 -0.07 0.20
C -3.953831 0.144109 0.587330 -0.13 0.03 -0.09
C -5.096658 0.605662 1.237390 -0.06 -0.06 -0.08
C -5.610002 -0.078378 2.329371 0.01 -0.03 0.03
C -4.991347 -1.236571 2.782306 -0.01 0.04 -0.01
C -3.856220 -1.704925 2.138214 0.03 -0.02 0.00
C -3.345323 -1.013264 1.048906 0.11 0.06 0.17
C -1.140214 1.882230 -0.026619 -0.05 -0.08 0.06
S -0.269817 1.188871 -1.389905 0.34 -0.24 -0.24
C -0.469684 4.389743 2.731006 0.02 -0.11 0.22
C -0.038743 3.769783 4.042601 -0.10 -0.04 -0.02
C 1.299102 3.714128 4.408303 0.05 0.02 -0.04
C 1.669411 3.187059 5.637655 -0.01 -0.03 0.04
C 0.703339 2.708117 6.511388 0.03 0.01 -0.03
C -0.637680 2.766461 6.156014 -0.01 0.01 -0.01
C -1.004177 3.300401 4.930162 0.00 -0.07 -0.02
H -2.965993 4.302855 2.254353 0.04 0.05 -0.01
H -2.900908 2.547268 2.454398 0.01 0.02 0.05
H -2.854617 4.031547 -0.212959 0.03 -0.03 -0.01
H -4.182859 3.070136 0.445534 -0.03 -0.05 -0.01
H -2.728665 0.221429 -1.178571 -0.05 -0.04 -0.05
H -4.127756 1.294954 -1.232820 0.06 0.12 0.02
H -5.618055 1.486079 0.881505 0.00 0.00 -0.05
H -6.503585 0.285407 2.819444 0.01 -0.01 -0.01
H -5.397619 -1.775412 3.627672 0.00 0.01 -0.01
H -3.376730 -2.612978 2.483991 0.00 0.02 -0.02
H -2.452047 -1.368540 0.549444 0.03 -0.05 -0.05
H -1.213900 5.156035 2.938407 0.01 0.11 -0.07
H 0.375929 4.857635 2.229805 -0.02 -0.03 -0.03
H 2.057969 4.092597 3.733673 -0.03 -0.01 -0.01
H 2.715092 3.155607 5.915140 -0.01 0.01 0.01
H 0.991650 2.303215 7.472647 0.00 0.01 -0.01
H -1.397788 2.417616 6.843222 0.01 0.00 -0.02
H -2.055873 3.363334 4.670051 0.01 0.02 0.03
C -0.871024 -4.177370 -3.153069 -0.02 -0.02 -0.04
Si -1.925626 -2.704642 -2.707119 0.15 -0.01 0.07
C -3.256212 -3.194163 -1.517593 0.08 0.02 0.14
C -2.645130 -1.761868 -4.138100 0.01 0.02 -0.02
Sb 0.122355 -1.281086 -1.718332 -0.22 0.38 0.06
Si 1.448410 -0.623570 -4.013469 0.15 -0.19 0.20
C 0.230151 0.208639 -5.129246 -0.12 0.02 0.14
C 2.065397 -2.287233 -4.582397 -0.06 0.02 -0.10
C 2.843978 0.563183 -3.683934 -0.02 0.03 -0.06
Si 1.095734 -2.439206 0.514773 0.04 0.02 -0.26
C -0.394661 -3.057370 1.420692 -0.10 -0.01 -0.07
C 2.074851 -3.832153 -0.232760 0.01 -0.04 -0.01
C 2.077170 -1.232101 1.522201 0.04 0.04 -0.04
H -1.483151 -4.918747 -3.676694 0.01 0.03 0.02
H -0.477264 -4.658571 -2.254019 -0.02 -0.01 -0.04
H -0.034191 -3.921810 -3.803851 -0.02 -0.04 0.02
H -3.898702 -3.897962 -2.058849 0.03 0.01 0.00
H -3.877089 -2.357786 -1.201201 -0.03 -0.01 0.02
H -2.876149 -3.706829 -0.633280 -0.07 0.02 0.00
H -3.719222 -1.958783 -4.180345 0.02 -0.02 0.00
H -2.212228 -2.084660 -5.085433 0.03 0.06 -0.02
H -2.513802 -0.685160 -4.037240 -0.01 0.06 -0.05
H -0.558554 -0.440772 -5.489988 -0.13 -0.08 -0.03
H 0.792130 0.568359 -5.996768 0.01 0.00 0.03
H -0.215658 1.077031 -4.638145 -0.01 0.00 -0.07
H 1.312109 -2.821770 -5.163636 0.04 -0.01 0.02
H 2.375653 -2.922225 -3.750723 0.04 -0.01 -0.03
H 2.933249 -2.136471 -5.230613 -0.02 -0.01 0.00
H 2.728157 1.140341 -2.767077 0.02 0.03 -0.15
H 2.870087 1.286322 -4.503552 -0.02 -0.07 -0.05
H 3.807928 0.052991 -3.645851 -0.06 0.07 -0.03
H -1.063311 -3.635663 0.780072 0.00 0.00 0.06
H -0.953003 -2.241448 1.879367 0.00 -0.02 0.03
H -0.043339 -3.715227 2.222409 -0.01 0.01 -0.01
H 1.423690 -4.517559 -0.779719 0.05 -0.01 0.00
H 2.546447 -4.401811 0.574688 0.00 0.01 -0.04
H 2.863268 -3.492099 -0.907119 0.00 0.00 0.04
H 1.923058 -0.194317 1.225264 0.00 0.07 0.03
H 3.143892 -1.454828 1.465519 0.01 0.04 -0.01
H 1.764072 -1.306429 2.566653 0.01 -0.04 -0.01

Entry 2:
89
Properties=species:S:1:pos:R:3:forces:R:3 method="wB97M-V/def2-TZVPD" largest_force_ev_per_a=4.148 e_homo_ev=-2.3 charge=-1 lumo_ev=2.34 mol_weight_da=709.060 e_above_lowest_ev=0.000
In 0.164683 0.046401 1.446545 -3.28 -2.48 -0.51
Cl 1.791154 -0.940885 2.872131 0.38 0.35 0.13
P 0.454407 0.482160 -1.053317 0.10 -0.04 -0.12
C -1.567689 -1.336603 1.054728 1.19 1.26 0.83
H -1.941546 -1.498270 0.033362 0.11 0.49 0.23
H -2.354143 -1.434760 1.822936 0.40 0.17 -0.45
C 2.263804 0.605782 -1.423533 -0.33 0.30 -0.49
C -0.420632 2.126927 -1.231748 0.42 -0.06 -0.05
C 2.643437 0.678590 -2.906524 0.43 0.10 -0.16
H 2.543307 1.568222 -0.955039 -0.01 -0.21 -0.01
C 4.144755 0.978042 -3.040958 -0.03 0.00 0.06
H 2.428681 -0.283223 -3.398399 0.03 0.18 0.18
H 2.067886 1.449958 -3.440076 0.13 -0.24 0.18
C 5.015536 -0.037839 -2.288300 -0.07 -0.10 -0.09
H 4.420774 0.997004 -4.102790 0.03 0.02 0.15
H 4.337405 1.983448 -2.641795 -0.03 -0.08 -0.04
C 4.556224 -0.281004 -0.846299 -0.11 0.17 0.02
H 5.000657 -0.990906 -2.833910 -0.03 0.06 0.03
H 6.055346 0.307039 -2.283205 -0.07 -0.09 -0.05
C 3.047483 -0.526206 -0.733584 0.03 -0.04 0.08
H 5.093592 -1.134683 -0.417650 -0.02 0.15 -0.04
H 4.807056 0.595809 -0.234789 -0.01 -0.09 -0.04
H 2.792888 -1.488911 -1.201491 0.06 0.22 0.07
H 2.772405 -0.621302 0.327689 0.09 0.07 -0.30
C -0.370497 -0.730686 -2.214793 0.00 0.30 0.30
C -1.947462 1.926506 -1.176348 -0.05 -0.02 0.02
H -0.127249 2.656161 -0.305571 -0.10 -0.21 -0.26
C -2.670741 3.274541 -1.093781 0.25 0.00 0.02
H -2.290747 1.387229 -2.073683 0.07 0.09 0.14
H -2.218071 1.309793 -0.307754 0.12 -0.01 -0.18
C -2.254246 4.220963 -2.223949 -0.02 -0.12 -0.10
H -3.753643 3.106721 -1.126443 0.13 0.04 0.03
H -2.447486 3.730589 -0.120333 0.02 -0.03 -0.11
C -0.733454 4.348970 -2.379881 0.10 0.05 0.23
H -2.678429 3.851630 -3.167432 0.03 -0.01 0.04
H -2.689190 5.212140 -2.050956 0.05 -0.08 -0.09
C 0.003844 3.000491 -2.415387 -0.13 0.08 -0.27
H -0.501931 4.916335 -3.288722 -0.01 -0.02 0.10
H -0.337447 4.928177 -1.535512 -0.05 -0.04 -0.05
H -0.207893 2.492616 -3.368843 0.03 0.16 0.21
H 1.089473 3.179281 -2.392227 -0.25 -0.01 0.02
C 0.278004 -2.122197 -2.158824 0.14 -0.08 0.06
H -1.376017 -0.813775 -1.772514 0.17 0.00 -0.07
C -0.491782 -3.134940 -3.016069 -0.12 0.12 -0.01
H 1.316172 -2.059985 -2.521880 -0.23 -0.02 -0.02
H 0.316698 -2.478281 -1.117983 -0.05 0.18 -0.21
C -0.712758 -2.646702 -4.453759 0.10 0.03 0.01
H 0.056332 -4.085105 -3.033537 -0.12 0.10 0.04
H -1.464294 -3.336268 -2.544166 0.14 0.06 -0.02
C -1.299206 -1.233243 -4.519239 -0.03 -0.03 0.15
H 0.246035 -2.659029 -4.989279 -0.02 0.04 0.06
H -1.370669 -3.343820 -4.983602 0.07 0.04 0.02
C -0.513065 -0.233210 -3.661405 0.08 0.02 -0.22
H -1.312439 -0.879264 -5.557388 -0.05 -0.07 0.11
H -2.342684 -1.253787 -4.176929 0.10 -0.01 0.01
H 0.481419 -0.087966 -4.109406 -0.26 -0.05 0.09
H -1.018238 0.741032 -3.699866 0.11 -0.32 0.06
C -0.841311 -4.472468 0.702093 -1.69 -0.01 0.06
C -2.194730 -4.307098 0.724410 1.89 -0.22 -0.44
H -0.297358 -4.559118 -0.245673 -0.38 -0.06 0.19
C -2.981200 -4.042533 1.970356 0.13 -0.39 0.72
H -2.756885 -4.287217 -0.213807 0.24 -0.05 0.15
C -2.079441 -3.755849 3.192595 -0.23 0.11 -0.09
H -3.683071 -3.215334 1.814717 0.20 -0.04 -0.06
H -3.607050 -4.921242 2.205764 0.05 0.08 -0.14
C -0.843308 -4.647478 3.219654 0.10 -0.04 -0.30
H -1.755528 -2.712664 3.143519 -0.01 -0.18 0.04
H -2.656514 -3.899034 4.116366 0.04 0.06 -0.11
C 0.004699 -4.479683 1.943858 -0.01 0.16 0.34
H -0.239119 -4.421302 4.105243 -0.03 -0.03 -0.10
H -1.154874 -5.694302 3.297689 -0.01 -0.07 0.03
H 0.582599 -3.537521 2.015675 -0.27 -0.26 -0.16
H 0.736960 -5.300043 1.888829 -0.08 0.16 -0.03
O 1.085729 5.644007 4.651971 0.24 -0.22 -0.16
S 1.466520 4.267297 4.457591 -1.04 -1.04 -0.52
O 2.802665 3.861213 4.820329 -0.43 0.27 -0.24
N 1.052037 3.718701 2.952032 0.36 0.03 -0.47
C 0.154102 2.752692 2.944196 0.89 0.50 -0.81
O -0.200351 2.118998 1.868229 0.42 1.04 1.45
C -0.394014 2.454956 4.292191 -0.37 -0.68 0.51
C -1.373335 1.529270 4.674914 0.32 0.33 -0.18
C -1.696089 1.434020 6.029055 0.13 0.18 0.20
C -1.036087 2.219198 6.991221 0.24 0.15 -0.45
C -0.025301 3.115728 6.598432 -0.38 -0.37 -0.22
C 0.265604 3.208297 5.239699 -0.16 0.09 1.41
H -1.847745 0.909512 3.911826 0.01 0.14 0.22
H -2.472439 0.742231 6.356257 0.21 0.13 -0.13
H -1.309029 2.125395 8.045002 0.11 0.03 -0.34
H 0.518018 3.721676 7.319229 -0.13 -0.12 -0.08